# C64H144F6N3O7P2

A 7-piece molecular cluster, C64H144F6N3O7P2 overall in a non-equilibrium geometry (ωB97M-V/def2-TZVPD, OMol25).

Summary:
Net charge ... +3
Calculated total energy ... -4496.77012 hartree

```
226
Properties=species:S:1:pos:R:3:forces:R:3
C 12.032806 13.392621 20.054012 -0.3 -1.2 -0.3
C 12.206818 14.564649 19.137663 -1.3 1.0 0.2
N 12.059917 15.849231 19.934326 0.7 1.1 0.0
C 10.685107 16.062598 20.472815 0.2 -0.2 0.0
C 13.004591 15.825429 21.123971 0.9 0.1 -0.1
C 14.488407 15.576600 20.794744 0.3 0.0 0.4
C 12.436538 17.092992 19.123912 -0.9 0.2 -0.5
C 11.303223 17.669172 18.215647 0.5 -1.2 0.3
O 10.837188 16.570947 17.429445 0.0 1.1 0.3
C 9.863694 16.923161 16.423704 1.5 -1.1 0.5
H 11.185123 13.525021 20.745730 0.4 -0.2 -0.3
H 12.924437 13.105871 20.639942 -0.4 0.2 -0.4
H 11.771941 12.550106 19.388830 0.2 0.1 0.5
H 11.457570 14.657857 18.339843 -0.1 -0.3 0.5
H 13.109014 14.630890 18.577210 1.0 -0.1 0.2
H 10.693380 17.019306 20.986179 -0.1 0.1 0.0
H 10.511240 15.285154 21.201392 -0.4 -0.1 0.1
H 9.938925 16.066875 19.672923 0.3 -0.2 0.2
H 12.663030 15.083437 21.837636 -0.2 -0.1 -0.1
H 12.911182 16.800897 21.593957 -0.1 0.0 0.1
H 14.694130 14.556715 20.452062 -0.2 0.2 -0.2
H 15.074279 15.658291 21.721854 -0.4 0.0 0.1
H 14.956116 16.288061 20.103320 -0.5 -0.3 -0.2
H 13.351126 16.880581 18.552077 -0.2 -0.1 0.1
H 12.643470 17.860370 19.863399 0.2 0.1 0.1
H 11.856415 18.397519 17.577676 -0.8 -0.1 0.4
H 10.446088 18.123184 18.808460 1.0 -0.2 -0.8
H 10.310313 17.660176 15.741630 -0.5 0.0 0.1
H 8.938319 17.194556 16.914839 -0.3 0.4 -0.3
H 9.794481 15.948038 15.941440 -0.6 0.4 -0.5
C 14.220056 10.100083 13.448028 1.3 -0.4 -0.3
C 14.667303 10.924727 14.633122 0.1 -0.1 1.8
N 14.327701 10.230975 16.034180 2.0 1.2 -1.1
C 15.405659 9.163853 16.119338 0.7 0.1 0.4
C 14.372511 11.222960 17.205822 0.6 -1.4 0.0
C 15.695506 11.895233 17.515871 0.0 0.1 -0.5
C 12.988543 9.669711 15.991792 -0.3 -2.0 0.2
C 11.803635 10.597758 15.767319 1.4 -0.2 0.2
O 11.719028 11.592551 16.781086 -0.3 0.0 -0.8
C 10.487597 12.261215 16.670973 -1.8 -0.5 0.0
H 14.457329 9.022039 13.539303 0.2 0.6 -0.2
H 14.740841 10.505612 12.559982 -0.3 -0.5 0.5
H 13.171885 10.129968 13.266187 -0.9 0.3 -0.2
H 14.188999 11.880196 14.702594 -0.7 0.6 -0.1
H 15.749264 11.184512 14.758151 -0.3 -0.6 -0.6
H 15.354204 8.550295 17.012659 -0.5 0.2 0.4
H 16.423695 9.616933 16.098580 -0.9 0.1 -0.1
H 15.334123 8.474525 15.279279 -0.2 0.3 0.0
H 13.914396 10.574820 17.968484 0.4 0.7 0.4
H 13.696557 12.018832 16.969199 -0.4 0.0 -0.3
H 16.154660 12.150512 16.528502 -0.2 0.4 0.9
H 16.478958 11.353587 18.042790 -0.3 -0.5 0.1
H 15.386656 12.742338 18.157801 0.5 0.0 -0.5
H 12.848071 8.977419 16.855978 0.1 0.8 -0.2
H 13.072344 8.978428 15.152363 -0.7 0.0 -0.1
H 10.959769 9.916545 15.812117 -0.5 0.1 -0.2
H 11.917250 11.027177 14.761683 -0.4 0.2 0.2
H 10.314661 12.860486 17.560018 0.3 0.1 0.1
H 9.694210 11.468721 16.683590 0.3 0.8 -0.2
H 10.314378 12.925223 15.783933 0.6 -0.7 0.4
C 19.075821 18.865249 18.401771 -0.1 -0.1 0.7
C 18.640538 19.768231 19.546725 0.2 0.9 -0.3
N 17.532900 19.231749 20.380521 -0.7 -1.7 -0.4
C 16.237662 19.302314 19.568434 0.8 0.4 -0.1
C 17.791728 17.743899 20.678037 -0.3 0.4 0.3
C 19.068419 17.548275 21.468040 -0.1 0.4 0.6
C 17.394200 20.032085 21.625647 0.0 1.2 0.1
C 16.452823 19.661154 22.733386 -0.6 0.3 0.6
O 15.111856 19.690493 22.290746 0.6 -2.1 -0.4
C 14.477747 20.887162 22.464333 0.1 2.2 0.6
H 19.680643 18.086828 18.866026 0.1 -0.2 -0.5
H 19.681007 19.413142 17.702276 0.4 0.4 -0.1
H 18.282122 18.416868 17.813183 -0.3 -0.1 0.1
H 18.287585 20.751901 19.228930 0.1 -0.1 -0.2
H 19.485100 19.948643 20.209238 0.0 0.0 0.0
H 15.472297 18.934990 20.210308 -0.6 -0.5 0.2
H 16.332700 18.723682 18.641684 -0.1 -0.1 0.4
H 16.012459 20.353007 19.357826 0.3 -0.1 0.0
H 17.754543 17.227316 19.723884 0.1 0.0 -0.1
H 16.915651 17.419187 21.230488 -0.1 -0.1 0.1
H 19.076702 18.223896 22.335756 0.2 -0.1 -0.3
H 19.960399 17.694041 20.873622 0.2 0.2 -0.1
H 19.169692 16.572433 21.927037 -0.4 -0.4 -0.2
H 17.001209 20.988368 21.290366 0.4 0.3 -0.2
H 18.356030 20.203416 22.088846 0.4 0.0 -0.3
H 16.610979 20.421162 23.534816 0.0 -0.3 -0.5
H 16.661744 18.727585 23.238035 -0.1 -0.5 -0.2
H 13.518250 20.914454 22.017247 -0.9 -0.5 -0.8
H 15.023181 21.749347 22.016979 -0.1 -0.4 0.4
H 14.284060 21.052818 23.518892 0.2 0.4 0.4
C 25.869912 16.012836 21.973036 0.3 -1.2 0.2
C 25.528866 14.531484 21.574167 -0.7 2.2 -0.8
C 24.795159 14.533367 20.202987 0.4 -1.1 1.3
C 24.636880 13.074677 19.791806 0.7 -0.4 -0.9
P 23.640967 12.747406 18.342469 0.6 0.4 -0.4
C 21.942929 12.643635 18.876958 -0.7 -0.2 -0.1
C 21.496201 13.842900 19.696051 -0.4 0.7 -0.5
C 20.034521 13.729115 20.139485 -0.3 -0.6 0.2
C 19.047758 14.282612 19.122781 0.3 1.1 -0.6
C 23.865343 14.132127 17.226301 0.5 0.5 0.0
C 23.308734 14.089124 15.811624 1.3 -0.6 0.2
C 23.616478 15.399882 15.103208 -1.1 1.4 -0.8
C 22.827117 15.537670 13.767246 -0.2 -1.1 1.6
C 24.223189 11.255597 17.558747 0.6 -1.2 0.7
C 23.109351 10.436806 16.913827 -0.4 -0.2 -0.5
C 23.684241 9.165122 16.313346 1.5 0.2 0.6
C 22.828157 8.411542 15.319938 -0.4 0.8 1.0
H 26.704722 16.379873 21.377078 0.2 -0.1 0.1
H 26.149126 16.031410 23.041219 -0.2 0.3 -0.5
H 25.061909 16.706147 21.747688 -0.3 -0.1 0.3
H 24.878372 14.077161 22.317083 -0.1 -0.1 0.1
H 26.429180 13.950147 21.503059 0.5 -0.3 0.0
H 25.365589 15.010299 19.432581 0.5 0.5 -0.3
H 23.856239 15.059334 20.278735 -0.3 0.2 0.1
H 24.239371 12.403462 20.553592 0.2 0.1 0.3
H 25.643469 12.701849 19.481518 -0.6 0.1 0.5
H 21.870418 11.781550 19.554764 -0.1 -0.2 -0.5
H 21.281902 12.546475 18.002858 0.2 -0.4 0.2
H 21.573841 14.739987 19.076606 0.2 0.2 0.1
H 22.173068 13.944901 20.523333 0.1 0.2 0.6
H 19.851130 14.213077 21.111152 0.3 -0.1 -0.3
H 19.836361 12.673122 20.296742 -0.2 -0.3 0.2
H 19.218260 15.395788 19.104285 -0.4 -0.9 -0.4
H 17.999494 14.097322 19.307790 -0.3 0.0 0.7
H 19.129168 13.864579 18.108948 0.6 0.2 0.1
H 24.935625 14.337850 17.097139 0.0 -0.2 0.6
H 23.443205 14.968406 17.777220 0.0 0.4 0.0
H 22.256491 13.884134 15.905095 -0.6 -0.1 -0.7
H 23.861701 13.263715 15.313270 -0.8 0.3 -0.1
H 24.662391 15.653705 14.944665 0.3 -0.7 0.1
H 23.256321 16.231763 15.716012 0.0 0.0 0.3
H 23.084542 16.361405 13.141799 0.8 0.3 -0.5
H 21.802515 15.737473 14.052129 -0.5 -0.2 -0.1
H 22.855042 14.554879 13.297176 0.0 0.3 -0.6
H 24.744884 10.610377 18.307997 -0.5 0.5 -0.1
H 25.060996 11.495530 16.870422 -0.7 0.1 0.0
H 22.621676 11.037569 16.144348 0.1 0.0 -0.3
H 22.289147 10.188560 17.584921 0.1 0.1 0.5
H 24.105984 8.506710 17.091527 -0.7 0.0 0.2
H 24.631707 9.512627 15.896110 0.0 -0.2 -0.9
H 21.982953 7.967254 15.851473 -0.2 0.2 -0.1
H 23.402453 7.560453 14.976467 0.0 0.2 -0.9
H 22.447020 9.184909 14.622556 0.3 -1.1 -0.3
C 19.027136 16.213155 11.358258 -1.0 0.0 -1.2
C 17.501280 16.363881 11.231552 0.4 0.1 -0.1
C 17.079479 17.810214 10.909791 0.0 0.3 0.4
C 17.591347 18.809997 12.008262 -0.1 -0.8 -1.4
P 16.537491 20.219273 12.314564 0.8 1.2 1.1
C 16.889406 20.588727 14.062616 -1.2 -0.5 0.5
C 15.981464 19.813462 15.066892 0.3 0.1 -0.1
C 14.665340 20.560256 15.377463 1.1 0.5 1.0
C 13.836938 19.770536 16.377431 -1.0 -0.1 0.3
C 14.808232 20.015933 11.926761 -0.2 0.5 -0.9
C 14.081898 18.806122 12.469163 1.2 -0.3 0.6
C 12.941471 18.286511 11.632151 0.1 -0.6 -0.1
C 12.423516 17.034644 12.356823 -0.1 0.3 -0.4
C 17.040812 21.716838 11.437967 0.4 -0.5 -0.9
C 16.866600 21.606613 9.919262 -0.4 0.2 -1.3
C 17.920550 22.402428 9.141339 0.4 1.7 0.1
C 19.391402 21.972787 9.220215 -0.8 0.1 -1.3
H 19.349399 16.995390 12.024676 0.7 0.2 0.1
H 19.432142 16.282141 10.349638 0.4 0.6 0.1
H 19.363520 15.249017 11.696228 -0.2 -0.4 0.6
H 17.062908 15.981677 12.150024 -0.4 0.3 0.3
H 17.072862 15.760127 10.442710 0.2 -0.4 -0.3
H 15.980628 17.829660 10.881645 0.3 0.1 0.0
H 17.408816 18.145716 9.914182 0.1 -0.3 0.3
H 18.609617 19.201239 11.817123 -0.5 -0.2 0.0
H 17.648709 18.206527 12.908369 -0.1 0.3 0.5
H 16.701298 21.647066 14.218250 0.3 0.3 0.0
H 17.936188 20.358403 14.267681 0.0 0.1 -0.3
H 16.581202 19.513963 15.935300 -0.3 0.6 0.2
H 15.746831 18.814441 14.713440 -0.2 -0.2 -0.4
H 14.199232 20.765281 14.428807 -0.7 -0.1 -0.2
H 14.825981 21.578281 15.786415 0.4 -0.5 -0.1
H 13.319671 18.956547 15.857359 0.2 -0.1 0.3
H 13.051341 20.330544 16.930109 0.4 0.1 -0.7
H 14.455798 19.346664 17.176777 0.1 -0.2 -0.4
H 14.762516 20.051842 10.818439 0.1 -0.1 0.4
H 14.356091 20.955055 12.264487 -0.1 0.0 -0.1
H 13.791153 19.048051 13.492567 -0.4 -0.2 -0.1
H 14.835344 18.004655 12.599811 -0.4 0.0 0.0
H 13.305515 17.936440 10.657721 0.1 0.3 0.0
H 12.238192 19.084258 11.408316 -0.4 -0.1 0.3
H 11.632696 16.504756 11.816667 0.0 0.3 0.2
H 12.121499 17.271355 13.382683 -0.1 -0.2 -0.2
H 13.293918 16.378983 12.381671 -0.1 -0.3 0.3
H 18.081410 21.941799 11.662482 0.3 -0.3 0.2
H 16.520238 22.594445 11.788700 -0.5 0.1 0.4
H 15.844598 21.943582 9.617256 0.7 0.0 0.3
H 16.915517 20.595723 9.496151 0.1 -0.3 0.6
H 17.880067 23.489090 9.407711 -0.2 -0.7 -0.1
H 17.746823 22.379539 8.061354 -0.6 -0.1 0.2
H 19.412228 20.960571 8.825137 0.5 -0.3 0.2
H 19.906928 22.085346 10.145699 0.2 -0.1 0.9
H 19.916303 22.607730 8.488854 0.0 -0.3 0.3
C 17.970940 12.705740 14.925417 0.8 -2.6 -3.0
O 17.452971 13.340088 13.765034 -1.1 2.4 -1.1
O 17.462415 11.517126 15.098481 -1.2 -0.6 1.7
C 19.435849 12.375668 14.643206 1.9 0.4 -1.4
F 20.026736 11.658403 15.601246 0.0 -0.3 0.7
F 19.694378 11.674131 13.475783 -0.7 0.9 1.2
F 20.216838 13.515870 14.559014 -0.1 0.0 -0.2
C 17.088049 12.574316 12.588456 0.7 0.2 2.1
C 15.695249 12.773992 12.035014 0.4 0.7 -0.7
H 14.874206 12.431516 12.631421 -0.2 0.2 0.7
H 15.476791 13.799515 11.697229 0.2 -0.2 0.3
H 15.652552 12.161426 11.139671 0.0 -0.1 -0.4
H 17.268308 11.588056 12.966840 -0.3 -1.1 -0.6
H 17.866764 12.838204 11.910059 0.2 0.0 -1.1
H 17.960942 13.535874 15.590882 -0.3 0.5 1.6
C 15.750362 16.062662 17.115985 1.3 1.4 -1.0
O 16.821551 16.892784 16.459587 -0.8 -0.3 -0.9
O 15.240967 16.740917 18.060442 -0.4 0.6 1.8
C 14.724746 15.770958 16.051289 -1.8 -3.5 -0.5
F 13.485982 15.301592 16.737862 2.5 0.9 -2.0
F 14.353387 16.716615 15.213282 0.0 -0.1 0.3
F 15.149164 14.658397 15.293755 -1.1 1.6 0.8
C 17.672089 16.127790 15.634303 1.6 0.5 0.4
C 18.887357 16.975167 15.268622 -0.5 -0.9 -0.6
H 18.602659 17.797706 14.589997 0.3 0.1 0.8
H 19.417303 17.225843 16.184855 0.1 0.6 -0.3
H 19.493545 16.296015 14.665394 0.4 0.2 0.0
H 17.321908 15.667467 14.698561 -0.8 0.2 0.4
H 18.073298 15.335283 16.273777 -0.1 -0.4 -0.2
H 16.308224 15.128225 17.259338 -0.2 -0.6 0.7
```
Forces are in eV/Å.